Here is a 13-piece molecular cluster, C6H34O12 overall from OMol25. Energies are from ωB97M-V/def2-TZVPD.

Values from the calculation:
charge = 0
lowest unoccupied orbital energy = -0.012 eV
HOMO energy = -9.5 eV
energy relative to the best compared isomer or geometry (same formula, charge and spin) = 145.5 kcal per mole
DFT total energy = -31339.4660 eV
frontier orbital gap = 9.49 eV

Last column: Mulliken charge in e.
Cartesian coordinates (Å):
C -1.585 -0.752 1.917  -0.5987
C -0.898 0.518 2.029  0.9309
C -1.612 1.668 2.121  -1.3112
C 1.488 0.760 2.787  -0.4372
C 0.662 0.327 1.846  -0.1245
C 0.932 -0.126 0.466  -1.1997
H -2.115 -0.986 2.861  0.3847
H -1.093 -1.715 1.480  -0.1984
H -2.254 -0.677 0.969  0.2933
H -1.190 2.686 2.015  0.2184
H -2.626 1.518 2.090  0.4653
H 2.596 1.002 2.702  0.2099
H 1.103 1.032 3.668  0.6228
H 0.498 -0.942 0.224  0.2803
H 1.992 -0.543 0.215  0.4723
H 0.675 0.713 -0.322  -0.0854
H -1.184 0.471 -2.280  0.3780
H -0.302 -0.811 -2.279  0.2085
O -0.372 0.109 -2.023  -0.5598
H 0.627 4.244 -0.662  0.3713
H -0.363 5.117 -0.208  0.2927
O -0.355 4.335 -0.618  -0.5916
H 1.204 -2.789 -2.762  0.4189
H 0.341 -3.358 -3.867  0.2786
O 0.646 -2.547 -3.484  -0.6288
H 1.810 2.818 -2.185  0.4032
H 2.693 2.746 -0.887  0.3100
O 2.070 3.433 -1.332  -0.8048
H -0.442 -0.324 4.168  0.3020
H -1.526 0.586 4.733  0.3441
O -0.554 0.288 4.777  -0.6441
H 1.175 -1.537 2.857  0.4109
H 1.044 -2.960 3.631  0.3249
O 1.370 -2.512 2.863  -0.7656
H 0.725 -3.073 1.484  0.3689
H 0.811 -4.584 0.975  0.3070
O 0.560 -3.639 0.747  -0.7589
H 1.459 -3.281 -0.489  0.5273
H 2.352 -2.015 -0.956  0.2351
O 2.069 -2.782 -1.262  -0.7833
H -1.190 3.931 -2.879  0.3653
H -1.082 2.737 -3.819  0.3652
O -1.732 3.451 -3.498  -0.7471
H -2.491 1.504 -1.107  0.3100
H -2.407 2.289 -2.693  0.4698
O -2.537 1.418 -2.128  -0.8598
H 0.733 1.091 -2.908  0.4621
H 1.612 1.330 -4.067  0.3301
O 1.271 1.811 -3.342  -0.6991
H -1.098 -3.657 -0.060  0.4402
H -1.662 -4.563 -0.992  0.2870
O -1.847 -3.761 -0.516  -0.5907